# 1
The following is a quantum chemistry calculation of 2 unconnected molecules or ions with the total composition C2H5S, from the OMol25 dataset.

Geometry as XYZ:
```
8
Properties=species:S:1:pos:R:3:forces:R:3:mulliken_charge:R:1
S -3.154 2.261 2.105 -0.3 0.1 0.1 -0.953
C 0.383 -0.841 -0.690 0.2 -0.7 0.4 -1.208
C 1.552 -0.240 -0.504 0.0 0.3 -0.9 -2.446
H 1.622 0.840 -0.624 0.1 -0.1 -0.1 0.959
H 0.305 -1.899 -0.462 0.1 -0.3 -0.3 -0.004
H 2.491 -0.800 -0.381 -0.3 0.0 0.5 1.659
H -2.619 1.152 1.571 0.1 0.0 0.0 -0.045
H -0.580 -0.474 -1.015 0.1 0.6 0.3 0.037
```
Forces are in eV/Å.

Values from the calculation:
* energy above the lowest of the compared OMol25 structures with the same formula, charge and spin: 0.0 kcal per mole
* LUMO level (spin up / spin down): 6.966 / 6.975 eV
* spin multiplicity: 2
* orbital gap (spin up / spin down): 3.0 / 7.1 eV
* charge: -2

# 2
The following is a quantum chemistry calculation of C2H5S in the gas phase, from the OMol25 dataset.

Geometry as XYZ:
```
8
Properties=species:S:1:pos:R:3:forces:R:3:mulliken_charge:R:1
S 1.255 -1.411 -0.991 -0.1 0.2 0.0 -0.104
C 0.065 0.590 0.576 0.4 0.1 -0.3 -0.875
C -0.161 -0.418 -0.528 -0.5 -0.9 0.0 -0.493
H -0.899 -1.155 -0.183 0.1 -0.2 0.2 0.271
H -0.820 1.209 0.715 0.0 0.1 0.2 0.302
H 0.926 1.219 0.347 -0.1 0.2 -0.1 0.284
H -0.687 -0.098 -1.429 0.4 0.6 -0.1 0.344
H 0.320 0.062 1.492 -0.2 0.0 0.1 0.271
```
Forces are in eV/Å.

Values from the calculation:
* energy above the lowest of the compared OMol25 structures with the same formula, charge and spin: 0.2 kcal per mole
* LUMO level (spin up / spin down): 1.153 / -1.783 eV
* spin multiplicity: 2
* orbital gap (spin up / spin down): 10.4 / 7.1 eV
* charge: 0